DFT (the ωB97M-V functional and the def2-TZVPD basis) results for a 2-piece molecular cluster, C15H18O overall.

Each line ends with the Mulliken charge.
CARTESIAN COORDINATES (ANGSTROEM)
C -3.90 -0.96 -0.13  -1.34
C -2.46 -0.82 -0.58  -0.50
C -1.85 0.55 -0.67  0.74
C -1.00 0.88 -1.73  -0.64
C -0.52 2.17 -1.85  -0.19
C -0.87 3.16 -0.95  0.26
O -0.56 4.48 -1.18  -0.58
C -1.65 2.84 0.15  -0.55
C -2.19 1.55 0.23  -0.49
H -4.60 -0.43 -0.77  0.34
H -4.08 -0.56 0.86  0.31
H -4.16 -2.02 -0.17  0.40
H -1.83 -1.46 0.07  0.20
H -2.31 -1.35 -1.53  0.36
H -0.77 0.12 -2.47  0.35
H 0.00 2.49 -2.75  0.37
H 0.39 4.63 -1.31  0.33
H -1.96 3.59 0.86  0.41
H -2.92 1.35 1.01  0.22
C 2.10 -3.37 1.68  -1.35
C 2.27 -1.96 1.18  0.77
C 1.68 -1.56 -0.01  -0.34
C 2.01 -0.33 -0.59  -0.30
C 2.92 0.50 0.05  -0.66
C 3.47 0.13 1.27  -0.51
C 3.10 -1.08 1.86  -0.44
H 1.10 -3.76 1.49  0.33
H 2.39 -3.43 2.73  0.35
H 2.78 -4.01 1.13  0.30
H 0.89 -2.12 -0.49  0.31
H 1.56 -0.06 -1.52  0.44
H 3.30 1.38 -0.45  0.39
H 4.19 0.78 1.73  0.38
H 3.49 -1.30 2.84  0.33

The LUMO energy is 0.777 eV. For the HOMO-LUMO gap, the calculation gives 0.3443 hartree. The energy relative to the best compared isomer or geometry (same formula, charge and spin) is 8.55 kcal per mole. Its charge is 0. The spin multiplicity is 1. The SMILES is CCc1ccc(O)cc1.Cc1ccccc1.

DFT (the ωB97M-V functional and the def2-TZVPD basis) results for a 3-piece molecular cluster, C32H59F9N6O9S4 overall.

Each line ends with the Mulliken charge.
CARTESIAN COORDINATES (ANGSTROEM)
H -6.96 -6.00 -4.98  0.29
N -7.85 -5.63 -4.67  -0.76
C -8.07 -4.52 -5.22  0.54
N -9.29 -3.87 -5.05  -0.62
N -7.16 -3.87 -6.10  -0.33
C -6.05 -3.19 -5.45  -1.18
C -6.40 -2.03 -4.53  -0.50
C -5.18 -1.50 -3.79  -0.62
C -5.53 -0.25 -2.95  -2.49
C -4.72 -0.04 -1.67  3.56
C -3.24 -0.48 -1.79  -2.07
C -2.32 0.48 -2.54  -0.86
C -0.94 -0.18 -2.78  -1.16
C 0.04 0.10 -1.63  -0.85
C 1.25 0.97 -2.03  -0.55
C 1.68 1.96 -0.95  -1.10
C 2.60 1.35 0.09  -0.66
S 4.31 1.39 -0.52  -0.16
C 5.03 0.20 0.52  0.59
N 5.91 -0.70 0.24  -0.34
N 6.16 -1.38 1.45  -0.40
C 5.38 -0.82 2.33  -0.03
O 4.64 0.20 1.83  -0.25
N -4.67 1.44 -1.46  -0.66
C -4.47 1.63 -0.06  -1.06
O -3.76 2.45 0.41  -0.57
C -5.36 0.63 0.64  0.50
C -6.75 1.30 0.82  -1.37
C -7.43 0.97 2.15  -0.67
C -6.88 1.76 3.34  -0.81
O -5.61 2.28 3.04  -0.12
C -4.94 2.86 4.14  -0.87
C -5.30 -0.60 -0.32  0.29
C -6.63 -1.37 -0.34  -1.95
C -6.56 -2.78 -0.92  -0.24
C -5.92 -3.84 0.00  1.44
F -5.54 -3.30 1.18  -0.35
F -6.82 -4.82 0.26  -0.35
C -4.69 -4.47 -0.68  0.25
F -3.80 -3.47 -0.89  -0.22
F -5.03 -4.96 -1.87  -0.33
S -3.77 -5.83 0.28  1.40
F -2.83 -6.03 -0.99  -0.32
F -2.76 -4.79 0.89  -0.30
F -4.71 -5.66 1.54  -0.30
F -4.79 -6.91 -0.31  -0.30
F -3.00 -6.98 1.01  -0.30
H -9.76 -4.23 -4.23  0.29
H -9.18 -2.87 -5.00  0.29
H -7.69 -3.23 -6.70  0.34
H -5.37 -2.83 -6.22  0.44
H -5.48 -3.93 -4.87  0.28
H -7.16 -2.33 -3.79  0.29
H -6.84 -1.23 -5.13  0.45
H -4.41 -1.24 -4.52  0.86
H -4.76 -2.28 -3.17  0.03
H -5.31 0.61 -3.59  0.70
H -6.61 -0.22 -2.76  0.33
H -2.83 -0.63 -0.79  0.62
H -3.18 -1.45 -2.28  0.71
H -2.16 1.37 -1.94  0.28
H -2.79 0.76 -3.49  0.59
H -1.08 -1.26 -2.86  0.40
H -0.55 0.18 -3.73  0.51
H -0.49 0.55 -0.79  0.44
H 0.43 -0.85 -1.26  0.37
H 1.06 1.48 -2.97  0.49
H 2.09 0.30 -2.22  0.33
H 0.79 2.32 -0.43  0.40
H 2.15 2.84 -1.39  0.41
H 2.32 0.32 0.33  0.37
H 2.57 1.92 1.02  0.49
H 5.30 -1.10 3.36  0.43
H -5.53 1.91 -1.72  0.50
H -5.03 0.27 1.61  1.02
H -6.60 2.38 0.78  0.54
H -7.40 1.05 -0.01  0.66
H -8.49 1.20 2.04  0.43
H -7.37 -0.10 2.37  0.19
H -6.81 1.10 4.21  0.49
H -7.58 2.56 3.62  0.34
H -3.90 2.55 4.11  0.25
H -5.02 3.95 4.09  0.27
H -5.37 2.53 5.09  0.37
H -4.56 -1.24 0.16  0.23
H -7.09 -1.36 0.64  0.26
H -7.32 -0.83 -0.98  0.82
H -6.05 -2.74 -1.87  -0.94
H -7.58 -3.12 -1.12  0.57
C 8.55 1.27 0.56  -0.96
C 8.84 2.26 1.67  -0.39
O 9.55 3.43 1.21  -0.15
S 8.72 4.55 0.45  1.20
C 9.95 5.81 0.52  -0.91
O 7.60 4.92 1.26  -0.66
O 8.53 4.17 -0.91  -0.61
H 7.83 1.68 -0.15  0.22
H 8.14 0.36 0.98  0.36
H 9.46 1.04 0.01  0.32
H 7.93 2.57 2.19  0.33
H 9.50 1.81 2.41  0.29
H 10.12 6.08 1.56  0.26
H 9.56 6.66 -0.03  0.38
H 10.86 5.44 0.06  0.31
C 11.50 3.81 4.26  -0.81
C 12.63 3.64 5.25  -0.55
O 12.88 2.26 5.57  -0.26
S 13.67 1.39 4.49  1.20
C 14.04 0.02 5.53  -0.95
O 14.87 2.08 4.14  -0.65
O 12.76 0.97 3.47  -0.57
H 11.77 3.42 3.28  0.30
H 11.25 4.86 4.15  0.40
H 10.61 3.27 4.59  0.24
H 13.55 4.11 4.90  0.35
H 12.37 4.11 6.20  0.29
H 14.70 0.36 6.32  0.33
H 14.54 -0.72 4.91  0.37
H 13.12 -0.38 5.93  0.31

The LUMO energy is 0.324 eV. For the HOMO-LUMO gap, the calculation gives 0.3434 hartree. Its charge is 0. The spin multiplicity is 1. The SMILES is [H]/N=C(/N)NCCCC[C@@]1(CCCCCCCSc2nnco2)NC(=O)[C@@H](CCCOC)[C@H]1CCC(F)(F)C(F)(F)S(F)(F)(F)(F)F.CCOS(C)(=O)=O.CCOS(C)(=O)=O.

DFT (the ωB97M-V functional and the def2-TZVPD basis) results for one molecule with the formula C9H11ClN2S.

Each line ends with the Mulliken charge.
CARTESIAN COORDINATES (ANGSTROEM)
S 2.43 -1.32 -0.34  -0.22
C 0.93 -0.71 -1.09  -0.30
N 1.05 -0.19 -2.45  -0.46
N 0.19 0.90 -2.55  -0.28
C 0.19 1.68 -1.35  -0.96
C 0.48 0.69 -0.14  -0.03
C -0.61 0.20 0.73  0.51
C -0.30 -0.63 1.80  -0.34
C -1.24 -1.09 2.68  -0.49
C -2.55 -0.72 2.59  0.31
Cl -3.70 -1.24 3.74  -0.21
C -2.90 0.21 1.57  -0.81
C -1.95 0.73 0.71  -0.48
H 2.17 -2.53 -0.65  0.14
H 0.22 -1.49 -0.93  0.41
H 1.91 0.32 -2.50  0.31
H -0.76 0.50 -2.82  0.31
H -0.71 2.44 -1.23  0.40
H 1.11 2.33 -1.29  0.28
H 1.34 0.93 0.50  0.55
H 0.58 -1.16 1.62  0.25
H -0.91 -1.90 3.30  0.36
H -3.83 0.60 1.66  0.49
H -2.13 1.51 -0.02  0.25

The LUMO energy is 0.716 eV. For the HOMO-LUMO gap, the calculation gives 0.3416 hartree. The energy relative to the best compared isomer or geometry (same formula, charge and spin) is 46.98 kcal per mole. Its charge is 0. The spin multiplicity is 1. The SMILES is S[C@@H]1NNC[C@H]1c1ccc(Cl)cc1.

DFT (the ωB97M-V functional and the def2-TZVPD basis) results for a 2-piece molecular cluster, C6H13FNO5P overall.

Each line ends with the Mulliken charge.
CARTESIAN COORDINATES (ANGSTROEM)
C 2.51 0.92 -1.66  -1.00
C -1.41 -0.88 -2.16  -1.16
C -0.97 -2.55 0.99  -0.56
C 2.33 1.69 -0.31  -0.43
C -1.50 0.09 -0.97  -0.41
C -0.14 0.60 2.49  0.24
N -1.17 -0.15 2.91  0.86
O -1.32 -0.38 4.11  -0.66
O -1.87 -0.71 1.94  -0.50
O -0.25 2.45 0.30  -0.74
O 1.71 0.91 0.63  -0.34
O -0.37 -0.22 -0.09  -0.14
F 0.80 0.84 3.35  -0.22
P 0.15 1.09 0.76  0.76
H 1.53 0.85 -2.28  0.13
H 3.39 1.23 -2.21  0.41
H 2.53 -0.09 -1.35  0.29
H -0.59 -0.67 -2.91  0.24
H -1.29 -1.80 -1.77  0.31
H -2.36 -0.88 -2.63  0.41
H -0.16 -2.03 1.35  0.46
H -1.15 -2.55 -0.06  0.15
H -1.63 -3.15 1.51  0.26
H 1.87 2.62 -0.34  0.47
H 3.34 1.80 -0.08  0.35
H -2.47 -0.16 -0.42  0.19
H -1.49 1.12 -1.13  0.63

The LUMO energy (alpha / beta) is -1.045 / -2.473 eV. For the HOMO-LUMO gap (alpha / beta), the calculation gives 0.3040 / 0.2257 hartree. The energy relative to the best compared isomer or geometry (same formula, charge and spin) is 169.45 kcal per mole. Its charge is 0. The spin multiplicity is 1.

DFT (the ωB97M-V functional and the def2-TZVPD basis) results for a 2-piece molecular cluster, C7H9N3O2 overall.

Each line ends with the Mulliken charge.
CARTESIAN COORDINATES (ANGSTROEM)
O 3.73 -1.15 0.39  -0.53
N 3.58 -0.13 -0.14  1.13
N 3.01 0.72 -0.76  -0.23
O 4.44 0.97 -0.40  -0.39
C -2.96 1.35 -0.35  -1.43
C -1.62 0.78 0.01  1.03
C -0.64 1.58 0.58  -0.63
C 0.59 1.03 0.85  -0.24
N 0.90 -0.24 0.60  -0.44
C -0.04 -1.02 0.08  0.40
C 0.34 -2.45 -0.14  -1.28
C -1.30 -0.54 -0.23  -0.39
H -2.86 2.01 -1.22  0.30
H -3.66 0.56 -0.60  0.35
H -3.36 1.94 0.47  0.35
H -0.84 2.62 0.81  0.41
H 1.38 1.62 1.30  0.40
H -0.53 -3.04 -0.43  0.37
H 1.10 -2.53 -0.92  0.26
H 0.77 -2.86 0.77  0.31
H -2.03 -1.21 -0.67  0.26

The LUMO energy is 0.858 eV. For the HOMO-LUMO gap, the calculation gives 0.3794 hartree. The energy relative to the best compared isomer or geometry (same formula, charge and spin) is 168.15 kcal per mole. Its charge is 0. The spin multiplicity is 1. The SMILES is [O-][N+]1=NO1.Cc1ccnc(C)c1.

Number 1: maximum force 1.15 eV/A, calculated total energy -17894.3011 eV. Number 2: maximum force 1.45 eV/A, calculated total energy -129303.9178 eV. Number 3: maximum force 3.98 eV/A, calculated total energy -35846.8565 eV. Number 4: maximum force 3.85 eV/A, calculated total energy -30160.2317 eV. Number 5: maximum force 2.53 eV/A, calculated total energy -15963.6262 eV.